Below is C31H29IrN5O4 as an isolated structure in a non-equilibrium geometry, with properties calculated with ωB97M-V with the def2-TZVPD basis set.

The HOMO energy (alpha / beta) comes out at -8.848 / -8.852 eV. As for the total energy: -51089.479 eV. The calculation puts the max |F| at 0.080 hartree/bohr.

Structure (ORCA input):
```
! RIJCOSX wB97M-V def2-TZVPD def2/J DEFGRID3
* xyz 1 1
C 3.437 3.100 0.847
C 2.314 -3.337 -0.875
H -4.699 1.116 -1.270
C -5.139 1.912 -4.531
H -4.640 -3.065 2.119
H 0.375 -1.437 -3.951
H 3.766 -4.464 0.210
H -5.251 -3.101 3.784
N 0.613 -2.218 0.460
C -5.409 1.812 -3.174
H 2.704 -3.570 -1.852
C 1.465 4.948 0.224
H 0.699 5.670 -0.019
H 2.943 6.433 0.698
C -4.992 -2.453 2.946
H -4.539 -1.258 5.335
C 5.064 -1.522 1.060
H 1.112 -3.018 -3.650
C 2.720 5.380 0.635
H -5.884 -1.907 2.627
H 0.762 -2.459 2.494
H 0.182 3.302 -0.174
C 4.443 -0.825 2.085
C 3.615 -0.458 -0.531
H 4.661 4.776 1.303
C 1.221 -2.700 1.545
C 2.992 0.261 0.491
H 4.210 2.382 1.062
O -0.716 1.340 1.662
O 0.841 1.931 3.232
O -2.531 -0.061 -0.689
H 3.326 -0.276 -1.554
O 0.884 0.784 -0.528
C 1.974 1.260 0.173
C 1.172 -2.499 -0.791
N -1.910 -1.307 2.030
H 0.385 1.530 -0.891
C 2.898 -3.826 0.258
C 3.692 4.443 0.965
H -5.848 2.390 -5.190
C 1.054 -1.987 -3.304
C -3.957 1.399 -5.047
N -1.318 -0.614 -2.515
C -3.052 0.773 -4.215
C 4.648 -1.332 -0.248
H 5.134 -1.864 -1.053
N -0.570 -1.200 -1.621
N -3.956 -1.526 3.356
H -3.391 -0.053 4.726
C -4.259 -0.654 4.471
C -3.322 0.661 -2.847
C -4.506 1.196 -2.329
C 3.419 0.060 1.807
C -2.899 -1.379 2.641
H 4.762 -0.961 3.110
C 0.551 -1.920 -1.904
H 2.799 -3.828 2.422
C -2.378 -0.012 -1.975
C 1.181 3.607 0.115
H -3.741 1.481 -6.101
H -2.130 0.368 -4.601
H -5.089 0.011 4.222
H -6.328 2.212 -2.775
H 2.051 -1.550 -3.371
H 5.877 -2.198 1.276
H 2.943 0.608 2.608
C 0.076 1.637 2.437
Ir -1.033 -1.094 0.235
C 2.350 -3.484 1.507
C 2.174 2.633 0.399
*
```

From a Löwdin analysis of the wavefunction, the atomic charges in e read: 0.03, -0.03, 0.11, -0.07, 0.10, 0.07, 0.12, 0.10, -0.09, -0.07, 0.12, -0.04, 0.12, 0.12, -0.02, 0.10, -0.06, 0.09, -0.02, 0.10, 0.11, 0.12, -0.05, 0.00, 0.12, -0.13, -0.17, 0.12, 0.15, 0.23, -0.20, 0.13, 0.08, -0.11, -0.22, 0.00, 0.12, -0.08, -0.04, 0.11, -0.02, -0.07, 0.06, -0.02, -0.06, 0.12, -0.20, -0.20, 0.09, -0.02, -0.15, -0.02, -0.02, -0.23, 0.12, -0.28, 0.11, -0.41, 0.01, 0.11, 0.11, 0.10, 0.10, 0.08, 0.12, 0.12, -0.45, 1.09, -0.06, -0.15